## i
{
  "formula": "C4H7NO",
  "method": "wB97M-V/def2-TZVPD",
  "elements": ["N", "C", "O", "C", "C", "C", "H", "H", "H", "H", "H", "H", "H"],
  "positions_angstrom": [[1.63377, -0.83001, -0.41037], [0.71204, 0.62152, 0.03523], [1.15014, 1.59769, -0.47526], [-0.37509, 0.04974, 0.71762], [-1.33469, -0.35526, -0.49237], [-1.72506, 0.67966, 0.52420], [2.09540, -1.29928, 0.36717], [2.31526, -0.60999, -1.13493], [-0.17270, -0.73018, 1.44951], [-1.00285, 0.16746, -1.40766], [0.88772, -1.43273, -0.77770], [-2.44947, 0.38921, 1.28762], [-1.73447, 1.75218, 0.31694]],
  "lowdin_charge": [0.18, -0.34, 0.12, -0.33, -0.12, -0.21, 0.12, 0.12, 0.12, 0.03, 0.11, 0.09, 0.10],
  "homo_energy_ev": -6.8,
  "gap_ha": 0.258,
  "molar_mass_g_mol": 85.1
}



## ii
{
  "formula": "C4H7NO",
  "method": "wB97M-V/def2-TZVPD",
  "elements": ["O", "C", "C", "N", "C", "C", "H", "H", "H", "H", "H", "H", "H"],
  "positions_angstrom": [[0.24395, 2.38270, -2.01707], [0.17503, 1.26068, -1.57404], [0.67687, 0.83335, -0.20676], [-0.42631, 0.17118, 0.45861], [-0.74609, -1.21666, 0.19645], [-0.21387, -0.78612, 1.51639], [-0.29252, 0.43418, -2.15624], [0.94795, 1.73380, 0.35332], [1.58468, 0.20871, -0.33705], [-0.08164, -1.82404, -0.42129], [-1.80447, -1.42139, 0.05476], [-0.86514, -0.66961, 2.37865], [0.80156, -1.10677, 1.75428]],
  "lowdin_charge": [0.05, -0.24, -0.17, -0.14, -0.15, -0.14, 0.13, 0.13, 0.13, 0.11, 0.10, 0.10, 0.11],
  "smiles": "O=CCN1CC1",
  "homo_energy_ev": -9.5,
  "gap_ha": 0.386,
  "molar_mass_g_mol": 85.1
}



## iii
{
  "formula": "C4H7NO",
  "method": "wB97M-V/def2-TZVPD",
  "elements": ["C", "C", "C", "N", "C", "O", "H", "H", "H", "H", "H", "H", "H"],
  "positions_angstrom": [[0.59847, -1.92711, -0.49144], [-0.60445, -1.04505, -0.34182], [-0.96297, 1.83740, 0.91136], [0.21739, 1.71201, 0.45831], [1.31618, 1.38229, 0.01821], [-1.12005, -0.41962, -1.24001], [0.33704, -2.96234, -0.24135], [0.97857, -1.86998, -1.51302], [1.36702, -1.59029, 0.21276], [-1.00925, -0.96964, 0.69122], [-1.78581, 1.46470, 0.30780], [-1.12189, 2.29953, 1.87933], [1.79217, 2.10815, -0.65081]],
  "lowdin_charge": [-0.07, -0.36, -0.03, -0.15, 0.05, 0.02, 0.08, 0.08, 0.07, 0.11, 0.07, 0.07, 0.05],
  "homo_energy_ev": -8.4,
  "gap_ha": 0.347,
  "molar_mass_g_mol": 85.1
}



## iv
{
  "formula": "C4H7NO",
  "method": "wB97M-V/def2-TZVPD",
  "elements": ["C", "C", "C", "N", "C", "O", "H", "H", "H", "H", "H", "H", "H"],
  "positions_angstrom": [[-1.80706, -0.42646, 0.37918], [-0.30725, -0.58658, 0.45208], [0.53205, 0.43507, -0.66229], [0.47410, 0.37798, 0.92522], [1.98890, 0.66769, -0.12442], [2.86973, -0.13370, -0.33595], [-2.22980, -0.83916, 1.30264], [-2.24488, -0.97312, -0.46199], [-2.07158, 0.63296, 0.32816], [0.05823, -1.62476, 0.34791], [0.69810, -0.42371, -1.32350], [-0.09974, 1.20977, -1.09487], [2.13920, 1.68402, 0.26784]],
  "lowdin_charge": [-0.05, -0.32, -0.12, 0.05, -0.36, 0.01, 0.09, 0.08, 0.08, 0.14, 0.14, 0.12, 0.13],
  "homo_energy_ev": -8.7,
  "gap_ha": 0.346,
  "molar_mass_g_mol": 85.1
}



Stability summary - winner: ii; margin: 1.288 eV.



## i
{
  "formula": "C4H7NO",
  "method": "wB97M-V/def2-TZVPD",
  "elements": ["C", "N", "C", "C", "O", "C", "H", "H", "H", "H", "H", "H", "H"],
  "positions_angstrom": [[1.57889, 0.31505, -0.20649], [0.16513, 0.38198, 0.04589], [-0.50297, -0.39496, 1.08540], [-1.77132, -0.07500, 0.26991], [-2.92258, 0.16869, 0.47146], [-0.80463, -0.10937, -0.92460], [1.94524, -0.69953, -0.42346], [1.80725, 0.96836, -1.05488], [2.11992, 0.70595, 0.65939], [-0.39140, -1.49252, 0.87383], [-0.30616, -0.12813, 2.12710], [-0.91169, 0.43892, -1.86386], [-0.67442, -1.21625, -1.06076]],
  "lowdin_charge": [-0.09, -0.23, -0.10, -0.35, 0.12, -0.11, 0.08, 0.09, 0.08, 0.12, 0.12, 0.12, 0.12],
  "smiles": "CN1CC(=O)C1",
  "homo_energy_ev": -9.3,
  "gap_ha": 0.376,
  "molar_mass_g_mol": 85.1
}



## ii
{
  "formula": "C4H7NO",
  "method": "wB97M-V/def2-TZVPD",
  "elements": ["C", "N", "C", "C", "C", "O", "H", "H", "H", "H", "H", "H", "H"],
  "positions_angstrom": [[0.00564, -1.84231, -0.85053], [-0.92219, 0.20624, -0.06454], [0.21903, -0.33163, -0.79133], [-0.81926, 1.07032, 0.85501], [0.38859, 1.85551, 1.27444], [0.37191, 2.53147, 2.27668], [0.65599, -2.32546, -1.58462], [-1.03796, -2.03055, -1.11739], [0.18562, -2.29190, 0.13122], [1.19680, -0.09481, -0.34747], [0.20708, 0.08658, -1.80571], [-1.72060, 1.32391, 1.41969], [1.26935, 1.84263, 0.60455]],
  "lowdin_charge": [-0.10, 0.04, -0.29, -0.12, -0.23, 0.06, 0.07, 0.07, 0.07, 0.10, 0.12, 0.12, 0.12],
  "smiles": "CC/N=C\\C=O",
  "homo_energy_ev": -9.6,
  "gap_ha": 0.344,
  "molar_mass_g_mol": 85.1
}



## iii
{
  "formula": "C4H7NO",
  "method": "wB97M-V/def2-TZVPD",
  "elements": ["C", "C", "N", "C", "C", "O", "H", "H", "H", "H", "H", "H", "H"],
  "positions_angstrom": [[-2.05208, -0.54863, 0.33317], [-0.88413, -0.92211, -0.12913], [0.18121, -1.29191, -0.61121], [1.29598, -0.35998, -0.67699], [1.34670, 0.54879, 0.54475], [0.67968, 0.35894, 1.52973], [-2.82128, -0.25669, -0.36958], [-0.95958, 1.60661, -0.40146], [-2.23704, -0.47890, 1.39857], [2.23024, -0.93788, -0.70357], [1.28448, 0.23780, -1.59981], [-0.42954, 2.05401, -0.67168], [2.04216, 1.41025, 0.48805]],
  "lowdin_charge": [-0.01, -0.24, 0.08, -0.19, -0.29, 0.04, 0.06, 0.05, 0.07, 0.12, 0.12, 0.07, 0.12],
  "smiles": "C=C=NCC=O.[H][H]",
  "homo_energy_ev": -8.8,
  "gap_ha": 0.360,
  "molar_mass_g_mol": 85.1
}



## iv
{
  "formula": "C4H7NO",
  "method": "wB97M-V/def2-TZVPD",
  "elements": ["C", "O", "C", "C", "N", "C", "H", "H", "H", "H", "H", "H", "H"],
  "positions_angstrom": [[-1.13313, -0.70578, 0.10545], [0.00471, -1.38918, 0.59998], [1.12800, -0.65687, 0.14332], [0.71587, 0.81105, 0.16318], [-0.01526, 1.33347, -0.98281], [-0.76663, 0.77294, 0.13040], [-1.97262, -0.95198, 0.75639], [-1.36804, -1.03792, -0.92319], [1.97858, -0.88047, 0.78989], [1.37303, -0.97410, -0.88012], [1.30339, 1.53323, 0.72263], [0.01918, 0.69381, -1.77329], [-1.40782, 1.45979, 0.67021]],
  "lowdin_charge": [-0.16, -0.13, -0.16, -0.23, 0.06, -0.24, 0.12, 0.13, 0.12, 0.12, 0.14, 0.09, 0.13],
  "smiles": "C1OC[C@H]2N[C@@H]12",
  "homo_energy_ev": -9.6,
  "gap_ha": 0.394,
  "molar_mass_g_mol": 85.1
}



Stability summary - winner: ii; margin: 0.363 eV.



## i
{
  "formula": "C4H7NO",
  "method": "wB97M-V/def2-TZVPD",
  "elements": ["C", "N", "C", "C", "C", "O", "H", "H", "H", "H", "H", "H", "H"],
  "positions_angstrom": [[-1.81633, -0.21770, 0.09220], [-0.89063, 0.81066, 0.39305], [-0.48251, 0.02049, -0.72026], [0.95716, -0.48093, -0.50439], [1.77792, 0.05623, 0.60445], [1.23419, -1.25413, 0.64611], [-1.84230, -1.10476, 0.71144], [-2.83374, 0.10735, -0.21274], [-1.12385, 1.78172, 0.33155], [-0.70646, 0.19517, -1.77448], [1.52539, -0.77756, -1.39458], [2.86856, 0.10196, 0.52383], [1.33258, 0.76150, 1.30383]],
  "lowdin_charge": [-0.10, -0.03, -0.22, -0.26, -0.13, -0.04, 0.09, 0.11, 0.11, 0.12, 0.13, 0.11, 0.10],
  "smiles": "C1N[C@H]1[C@H]1CO1",
  "homo_energy_ev": -9.3,
  "gap_ha": 0.386,
  "molar_mass_g_mol": 85.1
}



## ii
{
  "formula": "C4H7NO",
  "method": "wB97M-V/def2-TZVPD",
  "elements": ["C", "C", "N", "C", "C", "O", "H", "H", "H", "H", "H", "H", "H"],
  "positions_angstrom": [[-1.05456, -0.46910, 1.15196], [-0.34848, -0.55887, -0.20249], [-0.91125, 0.34925, -1.14697], [1.11954, -0.18454, -0.23572], [1.30827, 1.14800, -0.37849], [0.35620, 1.88799, -0.84568], [-1.05130, 0.57253, 1.48738], [-0.55398, -1.08463, 1.90659], [-2.09841, -0.79863, 1.07142], [-0.37383, -1.59752, -0.58310], [-0.52498, 0.04938, -2.05548], [1.90528, -0.91567, -0.18681], [2.22749, 1.60179, 0.01737]],
  "lowdin_charge": [-0.06, -0.48, 0.20, -0.07, -0.28, -0.02, 0.08, 0.08, 0.08, 0.16, 0.10, 0.09, 0.13],
  "homo_energy_ev": [-8.4, -8.4],
  "gap_ha": [0.277, 0.277],
  "molar_mass_g_mol": 85.1
}



Stability summary - winner: i; margin: 0.826 eV.